Record 1
This record from the OMol25 dataset describes the molecule C23H30N4O. The level of theory is the ωB97M-V functional and the def2-TZVPD basis.

Last column: Mulliken charge in e.
Geometry (Å):
H  -1.39879  0.82677  0.59764  0.3832
C  -7.59739  -0.54921  -0.07086  -0.5360
C  -0.89190  -1.11223  -2.05310  -1.2335
C  1.06978  -1.30593  -0.54006  -0.1462
C  -5.15013  -0.72199  -0.17321  -0.5067
H  -0.23057  -1.29470  1.17561  0.2152
C  -6.35009  0.04815  0.12333  0.9574
N  -1.66315  -0.38855  -1.06513  0.0695
C  4.50790  1.62916  0.66889  0.3449
C  -8.71837  1.44049  0.65597  -0.4525
C  0.12236  -2.08847  -1.44300  -0.3966
H  6.25877  0.29339  0.80471  0.3821
C  -2.70319  -1.16442  -0.40571  -0.4298
C  5.82068  3.37359  -0.43529  -0.6319
H  2.84166  -5.10043  0.95889  0.4574
H  -7.44417  3.06395  1.22050  0.3693
H  4.56148  -3.17600  1.85308  0.4169
C  3.14811  -1.87497  0.77122  0.4244
C  -0.79081  0.32665  -0.15880  -1.1473
C  3.67570  -3.05548  1.26350  -0.7758
C  0.25815  -0.56396  0.52621  -0.3615
H  6.56915  1.52915  -1.25486  0.2686
C  -6.31911  1.36194  0.59424  -0.4119
H  -0.38907  -2.85328  -0.85777  0.3002
H  -0.27155  1.09534  -0.74066  0.4513
C  6.66801  2.11038  -0.33745  -0.6563
H  7.72332  2.31558  -0.16374  0.3720
H  3.71764  3.60147  0.12890  0.3751
H  6.07457  4.05432  0.37973  0.2966
H  -5.33695  -1.74439  -0.48218  0.2772
H  0.91156  0.05538  1.14366  0.4382
H  6.37645  1.76904  1.77161  0.3517
H  4.05381  1.82865  1.64341  0.5571
H  1.62593  -0.57994  -1.14396  0.0803
H  -1.58042  -1.64389  -2.71274  0.4685
O  3.49303  0.30854  -1.08947  -0.6767
H  -3.00984  -1.98035  -1.06366  0.4919
H  4.08259  -0.46405  1.88921  0.3429
C  -7.48908  2.04743  0.85634  -0.5777
N  2.02741  -2.19515  0.08396  1.0382
N  1.81538  -3.50819  0.10724  -1.2636
C  4.39622  2.84645  -0.26489  -0.9962
H  -3.65566  0.71252  0.18734  0.1728
H  5.95537  3.89996  -1.37827  0.3516
H  0.68654  -2.58821  -2.22967  0.4730
H  -0.35583  -0.36933  -2.65315  0.4386
H  -9.72123  -0.34467  0.03146  0.3729
C  2.79675  -4.04049  0.80785  -0.4648
N  3.62584  -0.57912  0.99505  -0.0585
C  3.82426  0.40572  0.07053  -0.0140
H  -9.63117  1.97985  0.86187  0.3687
C  -3.89005  -0.30082  -0.10121  -0.3586
C  -8.76726  0.13729  0.19051  -0.4930
H  -7.64418  -1.56648  -0.43423  0.3197
H  4.01002  2.50470  -1.22692  0.2825
C  6.02333  1.35810  0.82408  -0.8155
H  -2.34969  -1.62168  0.53510  0.1739
H  -5.37209  1.85243  0.75837  0.3208

Cartesian forces (eV/Å) of the 3 atoms listed first:
H 0.04 0.09 -0.03
C 0.21 0.03 0.01
C 0.20 -0.20 -0.02

Total charge: 0
Energy above the lowest of the compared OMol25 structures with the same formula, charge and spin, kJ/mol: 238.2
Kohn-Sham gap, eV: 8.882

***

Record 2
This record from the OMol25 dataset describes the molecule C5H11FN2 at a distorted geometry. The level of theory is the ωB97M-V functional and the def2-TZVPD basis.

Last column: Mulliken charge in e.
Geometry (Å):
H  -0.39763  0.34594  -1.98602  0.2828
H  -0.52655  -1.24701  -1.11699  0.3274
C  -0.76963  0.89988  0.81104  -1.0042
H  -3.30126  -0.41679  0.85230  0.3039
H  -3.01085  -1.11691  -0.81509  0.3427
C  0.51936  0.45995  0.06557  1.4043
C  1.32990  -0.69406  0.74271  -0.7489
H  1.63823  2.09411  0.40353  0.2667
H  -0.89786  1.99159  1.02439  0.3287
F  2.13830  -1.29510  -0.20008  -0.3117
N  1.31309  1.55631  -0.38495  -0.6819
H  -0.93979  0.38486  1.73860  0.3265
C  -2.59417  -0.76866  0.10656  -0.8519
N  -1.68356  0.33431  -0.32309  -0.2693
H  2.10624  1.18711  -0.88066  0.2866
C  -0.48028  -0.14738  -1.00954  -1.0061
H  0.65315  -1.46395  1.17143  0.3152
H  1.94329  -0.31626  1.52586  0.3776
H  -1.94937  -1.51943  0.54170  0.3116

Cartesian forces (eV/Å) of the 3 atoms listed first:
H 0.25 -0.35 0.05
H 0.58 0.35 -0.03
C -1.08 0.04 -0.91

Total charge: 0
Energy above the lowest of the compared OMol25 structures with the same formula, charge and spin, kJ/mol: 143.8
Kohn-Sham gap, eV: 9.436

***

Record 3
This record from the OMol25 dataset describes the molecule CH3BrN2 at a distorted geometry. The level of theory is the ωB97M-V functional and the def2-TZVPD basis.

Last column: Mulliken charge in e.
Geometry (Å):
H  -0.55806  1.59214  -0.01492  0.2927
N  0.34669  -0.45863  0.18635  0.0922
C  -0.75003  0.47443  0.21409  -0.6378
H  -1.08099  0.43027  1.16100  0.3030
N  1.27172  -0.17099  -0.54346  -0.2158
Br  2.36502  -1.86449  -0.74117  -0.1134
H  -1.59436  -0.00273  -0.26190  0.2791

Cartesian forces (eV/Å) of the 3 atoms listed first:
H -0.15 -2.02 -0.28
N 0.98 0.11 -1.61
C 0.78 2.21 -1.64

Total charge: 0
Energy above the lowest of the compared OMol25 structures with the same formula, charge and spin, kJ/mol: 44.2
Kohn-Sham gap, eV: 9.597

***

Record 4
This record from the OMol25 dataset describes a structure of composition C16H40B3ClN10O23 at a distorted geometry. The level of theory is the ωB97M-V functional and the def2-TZVPD basis.

Last column: Mulliken charge in e.
Geometry (Å):
H  5.47043  4.33823  4.42941  0.2742
H  0.06725  -7.89652  1.94899  0.1967
H  -3.20470  1.68936  -2.05288  0.3259
N  0.19034  -10.56816  1.90856  0.8395
C  -1.87178  -1.35071  -6.32027  -0.5781
C  5.02337  6.30429  -0.52035  -0.6414
H  -1.72612  10.09427  0.60151  0.2913
H  -1.22777  -2.01119  -5.74747  0.2613
N  3.78282  7.04794  -0.16823  0.8897
H  5.17991  5.54998  0.24600  0.2124
N  -5.41442  -1.31342  5.47496  0.8973
H  2.41088  1.67792  0.38664  0.1235
O  -0.32698  -9.98373  0.98017  -0.4733
O  -1.82628  -6.92242  -0.15648  -0.5418
H  -3.36867  -0.06385  -2.53246  0.2731
N  4.39244  1.29841  0.97021  1.0719
H  6.36546  -1.89541  -1.90991  0.3250
C  -3.45471  -3.88452  -3.09223  0.1465
H  -2.97659  -4.59643  -0.06154  0.2603
O  5.53264  0.94614  -3.07859  -0.5407
H  1.02362  -12.37443  2.58626  0.3063
H  5.83945  7.02077  -0.53759  0.2902
H  -1.29982  -0.78845  -7.04978  0.3369
H  -4.00105  -3.88148  -4.00415  0.5396
C  -0.63073  -7.08234  1.81847  -0.7154
Cl  -0.44656  -0.64121  -3.03149  -0.2263
H  -3.07141  9.66095  -0.49978  0.2822
N  6.07243  -0.14245  -3.03642  0.9046
O  0.78648  3.00392  0.12443  -0.6311
H  -0.33620  -0.32862  -0.44992  0.2764
O  6.78228  -0.60982  -3.89843  -0.5357
O  3.41103  4.93081  5.88403  -0.5570
O  -1.07320  8.05844  -0.85270  -0.5093
O  0.28683  -6.49531  -0.21217  -0.5819
O  2.86923  7.02980  -0.96837  -0.5213
H  4.76090  -1.12657  -1.74493  0.2110
O  -4.81118  -2.21414  6.01937  -0.5316
N  -0.03516  3.90624  0.14485  0.8847
B  -3.13390  -2.36826  -0.02701  0.1706
O  2.49624  4.30239  4.03488  -0.5020
O  5.33761  0.53911  0.91399  -0.6183
H  4.52571  3.13777  3.50164  0.0632
O  0.41582  -10.09244  3.00243  -0.5264
O  4.37557  2.35243  1.57260  -0.6608
N  3.41780  4.34278  4.82410  0.9145
H  -2.42792  -0.68562  -5.66648  0.1688
H  -3.16248  9.23764  1.23549  0.3163
O  -3.58517  -2.89590  -6.36631  -0.5343
H  -0.85291  1.28821  -0.03679  -0.0929
H  -1.46535  -3.69580  -0.51242  0.2104
N  -2.85918  -2.19913  -7.04372  0.8860
C  5.83132  -0.95661  -1.81613  -0.5812
O  3.77120  7.62051  0.89882  -0.5171
H  -5.47295  -0.67759  1.20024  -0.2219
B  -4.56742  -0.72347  0.43066  1.1872
O  -4.43333  -1.92475  -0.27370  -0.7040
H  1.17886  5.46062  0.82956  0.2844
H  4.84150  2.86933  5.24028  0.2930
C  -2.55512  -3.73867  -0.59328  -0.2668
N  -1.84490  8.07453  0.08388  0.8587
C  -2.50742  9.37224  0.38241  -0.7531
H  -0.32498  -12.53291  1.42213  0.2875
H  -2.69450  1.12881  -3.63262  0.4769
H  -0.26951  -6.17495  2.29631  0.3083
H  -5.59858  -0.92038  3.43163  0.2762
C  -4.85231  -0.77568  4.20599  -0.7107
C  3.15761  0.90638  0.24062  -0.4778
H  -0.78793  1.56293  -2.30386  0.2681
N  -0.73515  -6.81142  0.36110  1.0306
C  -1.32293  0.63425  -2.08651  0.6088
C  0.49234  5.28838  0.00428  -0.2795
C  4.66428  3.61091  4.46634  -0.3964
H  6.19389  -0.38725  -0.96795  0.2322
O  -6.44111  -0.80882  5.87450  -0.5335
H  2.82066  -0.04207  0.65107  0.3165
H  4.88820  5.84625  -1.49359  0.2968
O  -3.67170  0.32354  0.28261  -0.6423
H  -3.94151  -1.31636  3.97205  0.2767
H  1.28968  -11.99970  0.85772  0.2826
O  -2.12051  7.12747  0.79294  -0.5238
O  -2.87308  -2.13761  -8.25443  -0.5502
B  -2.41828  -0.25964  0.14105  0.2236
O  -1.22832  3.75661  0.26990  -0.5248
C  -1.16325  0.38217  -0.56443  -0.3393
C  -2.90180  -3.80632  -2.03428  -0.7893
C  -2.75411  0.84087  -2.57424  -1.3873
H  1.00527  5.34414  -0.95095  0.3470
H  -4.64658  0.27970  4.36048  0.3035
C  0.57775  -11.98580  1.67788  -0.7127
H  3.41707  0.80966  -0.81125  0.2412
H  -0.33217  5.98824  0.03789  -0.1713
O  -2.28484  -1.54530  0.72189  -0.2623
H  -1.61159  -7.35174  2.19286  0.3143

Cartesian forces (eV/Å) of the 3 atoms listed first:
H -0.01 0.00 0.15
H 0.08 0.08 0.03
H -0.04 -0.31 0.18

Total charge: 0
Kohn-Sham gap, eV: 9.208

***

Question: What is the formula in the fourth record?
Answer: C16H40B3ClN10O23